[1]
Molecular formula: C15H25O3SeV
Method: DFT, ωB97M-V with the def2-TZVPD basis set

The value obtained for the HOMO-LUMO gap (spin up / spin down) is 0.2169 / 0.2724 hartree. As for the charge: +2. As for the total energy: -113120.349 eV. Its multiplicity is 3. The largest force on an atom comes out at 0.03285 Eh/bohr.

Last column: Mulliken charge in e.
Atoms and positions in Å:
Se1 0.75594 -0.29236 -1.20988  0.17
V1 -1.44881 -0.15021 -0.99354  1.01
O1 -1.97246 1.45967 -1.99663  -0.12
O2 -3.03432 0.40285 0.15536  -0.37
O3 -1.87417 -1.84952 -0.25182  -0.36
C1 5.26404 0.67082 2.88589  -1.45
C2 -2.36296 1.30053 -3.38486  -0.80
C3 2.06656 1.13851 0.89067  1.08
C4 -3.76430 -0.75504 0.61938  -0.43
C5 -2.81696 2.31657 -1.19489  -0.56
C6 0.96091 2.15438 0.78635  -1.34
C7 3.26798 -2.16380 -0.70498  -1.77
C8 -1.60116 -3.17404 -0.77603  -0.75
C9 -2.69185 -1.77627 0.94351  -0.55
C10 -3.82409 1.44527 -0.46680  -0.51
C11 4.15293 -0.70256 1.11140  -0.71
C12 3.16185 -0.95604 0.18175  0.59
C13 2.10785 -0.02559 0.09174  0.56
C14 4.14960 0.43337 1.92039  0.47
C15 3.09150 1.33573 1.79425  -1.10
H1 3.79053 -2.97266 -0.19843  0.43
H2 1.07972 2.92450 1.54530  0.42
H3 -3.19681 0.60275 -3.49049  0.37
H4 -4.38522 -0.51207 1.48119  0.39
H5 -0.01634 1.68590 0.93045  0.12
H6 5.38411 -0.18763 3.54860  0.37
H7 -2.07095 -1.42963 1.77055  0.28
H8 6.20907 0.78918 2.35235  0.36
H9 -2.16573 2.81772 -0.47866  0.24
H10 3.83841 -1.91697 -1.60300  0.32
H11 3.07657 2.22137 2.41776  0.33
H12 -4.53638 0.99598 -1.16483  0.41
H13 -3.31456 3.06586 -1.80707  0.47
H14 -0.89141 -3.68944 -0.13000  0.28
H15 -2.52357 -3.74804 -0.84457  0.40
H16 -1.49501 0.93287 -3.92882  0.29
H17 -2.64668 2.26338 -3.80485  0.33
H18 5.09789 1.56059 3.48836  0.37
H19 -1.16746 -3.05894 -1.76593  0.31
H20 -3.11822 -2.74577 1.18946  0.48
H21 0.97326 2.64004 -0.19172  0.38
H22 -4.40016 -1.12777 -0.18931  0.37
H23 -4.37370 2.01175 0.28467  0.37
H24 4.97294 -1.40532 1.20501  0.49
H25 2.29159 -2.52993 -1.01729  0.34

[2]
Molecular formula: C15H25O5Ti
Method: DFT, ωB97M-V with the def2-TZVPD basis set

The value obtained for the HOMO-LUMO gap (spin up / spin down) is 0.3198 / 0.3198 hartree. As for the charge: +1. As for the total energy: -49304.727 eV. The largest force on an atom comes out at 0.02685 Eh/bohr.

Last column: Mulliken charge in e.
Atoms and positions in Å:
Ti1 0.16844 0.24228 -1.30436  0.26
O1 1.76621 1.58404 -0.95018  -0.36
O2 1.10029 -1.35151 1.19298  -0.30
O3 -0.13393 1.25551 0.85524  0.56
O4 -1.53113 -0.98605 1.70966  -0.32
O5 -0.30548 -1.81246 -1.11112  -0.13
C1 -1.92498 1.34293 -1.69065  -0.27
C2 -1.90342 0.18785 -2.50572  -0.82
C3 0.75913 -1.09527 2.54602  -0.71
C4 0.94089 -2.70536 0.78484  -0.68
C5 -0.73370 -1.27888 2.84358  -0.54
C6 0.75019 -1.65095 -2.04066  -0.54
C7 2.06065 2.03731 0.37714  -0.68
C8 -0.26587 -2.85747 -0.12110  -0.59
C9 0.74828 2.38600 0.99780  -0.58
C10 -0.83971 0.32146 -3.41770  -0.61
C11 2.24777 0.32296 -1.42989  -0.64
C12 -1.25959 1.43492 1.73056  -0.87
C13 -2.19827 0.25321 1.70939  -0.74
C14 -0.86907 2.18090 -2.08477  -0.49
C15 -0.18885 1.54777 -3.15463  -0.72
H1 -0.85500 1.59658 2.73389  0.55
H2 1.06924 -0.07097 2.74310  0.20
H3 0.88591 2.59658 2.06121  0.50
H4 -2.66867 1.58109 -0.94668  0.80
H5 -2.87068 0.35607 2.56909  0.42
H6 2.72173 2.90047 0.32460  0.40
H7 -0.65310 3.16414 -1.70113  0.59
H8 0.29064 3.25784 0.52602  0.35
H9 -0.22710 -3.80952 -0.65261  0.39
H10 1.33791 -1.75152 3.20451  0.52
H11 -2.59070 -0.64074 -2.46270  0.47
H12 -1.00082 -0.63631 3.68895  0.38
H13 0.45102 -1.94140 -3.04091  0.39
H14 1.86263 -3.01588 0.29347  0.39
H15 -0.95800 -2.30301 3.14326  0.43
H16 -0.60060 -0.35773 -4.21732  0.68
H17 2.80261 -0.20673 -0.65962  0.39
H18 -1.80355 2.34057 1.44185  0.28
H19 -2.81279 0.25835 0.81159  0.33
H20 0.64375 1.95676 -3.70344  0.56
H21 2.55868 1.22962 0.91790  0.26
H22 1.65431 -2.15437 -1.71260  0.37
H23 -1.19502 -2.77598 0.42691  0.32
H24 0.80332 -3.36356 1.64877  0.46
H25 2.76645 0.43045 -2.37452  0.33

[3]
Molecular formula: C15H26Br2F8N2P
Method: DFT, ωB97M-V with the def2-TZVPD basis set

The value obtained for the HOMO-LUMO gap is 0.3798 hartree. As for the charge: +1. As for the total energy: -190063.414 eV. The largest force on an atom comes out at 0.04268 Eh/bohr. The SMILES is CCN[N@+](CCCC(F)(F)C(F)(F)F)(CC[C@@](F)(Br)C(F)(F)Br)P(CC)CC.

Last column: Mulliken charge in e.
Atoms and positions in Å:
Br1 -3.67127 3.43330 -1.34739  -0.05
Br2 -3.53015 2.83198 2.15863  0.00
P1 -0.03470 -1.82719 -0.52268  -0.22
F1 3.96087 3.80691 -1.29420  -0.32
F2 3.70383 2.65072 -3.53802  -0.26
F3 -3.88490 0.30497 1.28357  -0.33
F4 1.81449 3.90929 -1.73479  -0.30
F5 3.69225 0.97387 -2.12809  -0.25
F6 1.80469 1.67355 -3.01573  -0.24
F7 -4.38822 0.82448 -1.26313  -0.20
F8 -5.56505 2.12282 0.04760  -0.21
N1 0.10152 -0.24435 0.49778  1.22
N2 0.90655 -0.46083 1.66689  -0.63
C1 -3.39823 1.45838 0.76272  0.20
C2 2.75207 -1.93680 2.42737  -1.34
C3 -4.32314 1.86986 -0.40121  0.54
C4 1.11252 2.07956 0.25522  -1.22
C5 -0.22801 -3.19633 0.66932  -0.46
C6 -1.29198 -3.12583 1.77701  -1.23
C7 -1.93881 1.32137 0.32682  -0.66
C8 2.30857 -0.84457 1.44273  -0.18
C9 -1.28259 0.13524 1.00214  -0.92
C10 0.70218 0.75079 -0.42017  -2.00
C11 2.56841 2.45488 -0.00343  -1.44
C12 3.01669 2.06780 -2.53592  0.65
C13 -1.23162 -2.32631 -2.93166  -1.23
C14 2.81898 3.07495 -1.36644  0.83
C15 -1.54589 -1.70032 -1.54830  0.16
H1 -2.38833 -2.23842 -1.12024  0.50
H2 -1.94646 -0.71538 0.94324  0.31
H3 -0.46907 -4.04317 0.02837  0.53
H4 0.75709 -3.41073 1.06474  0.32
H5 0.48753 2.86149 -0.16419  0.68
H6 -0.28713 -2.86065 -2.89134  0.39
H7 -1.54085 -4.13585 2.08639  0.43
H8 2.94016 3.15419 0.73494  0.40
H9 2.92275 0.02686 1.65017  0.20
H10 0.04308 0.91262 -1.26046  0.67
H11 -2.21890 -2.67920 1.43810  0.30
H12 -1.43558 2.24045 0.58731  0.75
H13 3.51717 -1.56259 3.09103  0.38
H14 2.53026 -1.13704 0.42214  0.36
H15 3.12131 -2.79814 1.88543  0.35
H16 -1.19930 0.36051 2.06125  0.27
H17 0.89561 2.04792 1.31571  0.76
H18 0.44338 -1.12515 2.26908  0.24
H19 -1.87911 -0.67832 -1.69034  -0.03
H20 -2.00743 -3.01618 -3.22939  0.34
H21 -1.09879 -1.55140 -3.67487  0.37
H22 -1.91614 1.28522 -0.75745  0.27
H23 1.93040 -2.27399 3.05631  0.35
H24 -0.92672 -2.62890 2.66954  0.34
H25 3.18900 1.56892 0.08212  0.33
H26 1.58697 0.31476 -0.86421  1.29